Entry 1:
This record from the OMol25 dataset describes C49H31AsCl6O4PSY as an isolated structure at a distorted geometry. The level of theory is ωB97M-V with the def2-TZVPD basis set.

- Energy above the lowest of the compared OMol25 structures with the same formula, charge and spin: 0.183 eV
- HOMO-LUMO gap: 5.98 eV

```
! wB97M-V def2-TZVPD RIJCOSX def2/J DEFGRID3
* xyz -2 1
Y 0.05 -0.19 0.16
As 0.16 2.63 1.93
Cl -4.13 2.67 0.28
Cl -7.54 -1.38 -0.77
Cl -0.95 1.19 -6.77
Cl -0.06 3.98 -5.62
Cl 0.57 4.27 -2.54
Cl -1.28 -1.26 -4.80
S 0.99 -0.32 2.80
P 3.12 0.32 -0.48
O -0.64 -0.57 -1.98
O 0.33 1.69 -1.09
O -2.16 0.49 0.68
O -1.42 -2.17 0.55
C -2.59 -2.33 0.26
C -0.02 1.66 -2.34
C 2.53 -4.23 -0.30
C -0.25 2.61 -4.57
C 0.32 5.62 1.98
C 2.08 3.01 1.96
C -0.50 1.01 6.31
C 3.99 3.78 0.69
C 0.04 2.74 -3.20
C 0.02 0.22 5.30
C 4.79 3.68 1.83
C -0.48 4.48 2.05
C -5.91 -0.85 -0.37
C -1.63 7.03 2.17
C -0.50 0.40 -2.84
C 7.34 0.81 1.35
C 2.89 2.90 3.08
C -0.25 6.89 2.04
C 5.02 0.18 1.50
C 2.88 -0.23 -3.24
C 2.76 0.16 -4.57
C 1.49 -3.35 -0.08
C 2.99 1.48 -4.93
C 4.24 3.23 3.02
C 6.27 0.32 2.09
C 4.83 0.51 0.16
C 5.91 0.99 -0.57
C -4.90 -1.75 -0.21
C -3.61 -1.31 0.13
C -0.78 0.30 -4.20
C 3.44 2.02 -2.64
C -0.61 2.86 4.79
C -1.86 4.64 2.18
C 4.01 -2.38 -0.67
C 3.81 -3.75 -0.60
C -0.64 1.39 -5.07
C -5.66 0.52 -0.20
C -0.09 2.07 3.77
C 3.22 0.70 -2.26
C -0.82 2.34 6.06
C -2.43 5.90 2.25
C 2.95 -1.51 -0.43
C 7.16 1.14 0.02
C 3.34 2.41 -3.97
C 0.24 0.72 4.01
C -4.41 0.96 0.13
C -3.30 0.07 0.34
C 2.65 3.44 0.76
C 1.65 -1.95 -0.13
H -2.95 -3.36 0.07
H 2.03 3.49 -0.13
H 3.64 2.77 -1.88
H 6.40 0.07 3.14
H 2.46 2.54 4.02
H 2.37 -5.30 -0.24
H -3.50 6.00 2.35
H 0.51 -3.75 0.16
H 5.00 -1.99 -0.90
H -6.45 1.23 -0.35
H 2.66 -1.25 -2.95
H 4.42 4.11 -0.25
H -2.50 3.77 2.23
H 0.38 7.76 1.98
H 0.27 -0.81 5.49
H 7.99 1.52 -0.57
H -0.67 0.59 7.29
H 1.39 5.53 1.88
H -0.85 3.90 4.59
H -5.07 -2.81 -0.35
H 4.18 -0.17 2.09
H 5.84 3.92 1.77
H 8.32 0.92 1.82
H -1.23 2.97 6.84
H 4.63 -4.43 -0.78
H 4.86 3.12 3.90
H 2.86 1.79 -5.96
H 5.78 1.25 -1.62
H 3.47 3.45 -4.23
H -2.07 8.02 2.21
H 2.45 -0.56 -5.31
*
```

Atom charges from the Löwdin analysis, given in e for atoms 1 to 2: number 1, Y, carries 1.227; number 2, As, carries 1.332

Entry 2:
This record from the OMol25 dataset describes C6H13INO as an isolated structure at a distorted geometry. The level of theory is ωB97M-V with the def2-TZVPD basis set.

- Energy above the lowest of the compared OMol25 structures with the same formula, charge and spin: 1.930 eV
- HOMO-LUMO gap: 9.44 eV

```
! wB97M-V def2-TZVPD RIJCOSX def2/J DEFGRID3
* xyz 1 1
I -2.09 2.23 -1.86
O -0.09 0.23 -1.96
N 0.08 -0.67 0.91
C 0.98 -0.63 -1.52
C -0.43 1.20 -1.09
C 0.47 -1.49 -0.33
C -0.96 0.33 0.57
C 0.49 2.32 -0.73
C -0.53 -1.53 2.06
H 0.96 -1.25 -2.40
H 0.71 2.96 -1.48
H -0.97 0.99 1.33
H 1.13 -2.22 -0.04
H 0.15 -2.44 2.18
H -0.42 -0.81 2.84
H -1.55 -1.67 1.66
H 0.16 2.97 0.04
H 1.90 -0.09 -1.11
H 1.45 2.02 -0.21
H -2.00 -0.11 0.28
H -0.29 -2.05 -0.63
H 0.83 -0.29 1.50
*
```

Atom charges from the Löwdin analysis, given in e for atoms 1 to 2: number 1, I, carries 1.051; number 2, O, carries -0.180

Entry 3:
This record from the OMol25 dataset describes one molecule with the formula C5H6O at a distorted geometry. The level of theory is ωB97M-V with the def2-TZVPD basis set.

- Energy above the lowest of the compared OMol25 structures with the same formula, charge and spin: 3.047 eV
- Structure (SMILES): CC#C[C@H]1CO1
- HOMO-LUMO gap: 10.33 eV

```
! wB97M-V def2-TZVPD RIJCOSX def2/J DEFGRID3
* xyz 0 1
O -1.34 -1.04 1.94
C 0.44 0.69 -2.50
C -0.19 -0.84 1.14
C -0.35 -0.15 2.41
C -0.26 -0.14 -0.11
C 0.23 0.17 -1.17
H 0.26 -0.50 3.24
H -0.63 0.90 2.41
H -0.27 1.51 -2.45
H 0.22 -0.08 -3.26
H 0.49 -1.69 1.07
H 1.41 1.14 -2.72
*
```

Atom charges from the Löwdin analysis, given in e for atoms 1 to 2: number 1, O, carries -0.025; number 2, C, carries -0.100

Entry 4:
This record from the OMol25 dataset describes C25H31Br3F18O12 as an isolated structure at a distorted geometry. The level of theory is ωB97M-V with the def2-TZVPD basis set.

- Energy above the lowest of the compared OMol25 structures with the same formula, charge and spin: 1.403 eV
- HOMO-LUMO gap: 10.08 eV

```
! wB97M-V def2-TZVPD RIJCOSX def2/J DEFGRID3
* xyz 0 1
Br -6.01 19.09 12.91
Br -7.53 21.03 10.74
Br -4.79 19.63 9.96
F 6.72 22.76 13.12
F -2.35 31.76 12.96
F -0.85 22.22 6.48
F -0.56 31.69 11.73
F -8.89 23.42 7.81
F -4.95 23.75 5.88
F -0.70 24.06 7.63
F -0.40 31.45 13.86
F -7.36 24.81 8.41
F 5.38 21.11 13.43
F -8.85 24.05 9.85
F 0.62 22.34 8.03
F 0.46 19.08 5.09
F -4.40 22.95 3.92
F -6.37 22.56 4.81
F 0.53 20.59 3.45
F 1.43 20.97 5.37
F 5.74 21.94 11.42
O -1.66 21.29 9.32
O -10.77 25.51 8.32
O 3.47 23.20 12.09
O -2.38 23.40 9.15
O -0.69 29.07 11.73
O -2.01 29.06 13.54
O 2.63 18.14 4.17
O -8.94 26.73 8.00
O 3.26 20.06 3.23
O -3.65 20.78 5.01
O -4.75 21.24 6.91
O 4.36 23.78 14.02
C 1.27 23.75 11.16
C -3.35 23.25 10.17
C 5.57 22.21 12.72
C 2.35 24.07 12.16
C -0.80 27.64 11.62
C -1.67 22.35 8.79
C -9.62 27.98 7.99
C -2.17 27.11 11.26
C -1.33 29.64 12.75
C -8.62 24.47 8.61
C -9.59 25.61 8.30
C 3.84 17.50 3.79
C -3.99 18.39 5.48
C -4.73 23.41 9.53
C 2.50 19.44 3.89
C -3.06 19.59 5.54
C 4.41 23.16 12.99
C -0.61 22.72 7.69
C -10.33 28.26 6.70
C -1.18 31.18 12.79
C 4.02 16.29 4.67
C -4.48 21.48 5.78
C -5.77 20.38 11.46
C 1.17 20.01 4.47
C -5.06 22.70 5.04
H 2.75 25.07 11.95
H -3.01 27.51 11.82
H -2.43 27.25 10.21
H -11.03 29.08 6.89
H -3.34 24.14 10.81
H 0.91 22.73 11.33
H -4.71 18.40 6.30
H 4.54 16.52 5.60
H -10.97 27.43 6.40
H -4.87 22.67 8.74
H -3.23 22.40 10.82
H -8.90 28.75 8.28
H -2.18 19.46 4.91
H 1.66 23.74 10.14
H 3.97 17.42 2.70
H 3.03 15.94 4.99
H 0.50 24.51 11.26
H -0.40 27.17 12.53
H -2.22 26.05 11.50
H -9.71 28.54 5.85
H -10.29 27.97 8.86
H -5.56 23.20 10.21
H -4.61 18.44 4.58
H 0.00 27.40 10.92
H -3.39 17.48 5.52
H -4.89 24.41 9.13
H 4.67 18.21 3.89
H 1.97 24.05 13.19
H -2.62 19.72 6.54
H 4.52 15.46 4.17
H -5.25 21.22 11.89
*
```

Atom charges from the Löwdin analysis, given in e for atoms 1 to 2: number 1, Br, carries 0.557; number 2, Br, carries 0.555

Entry 5:
This record from the OMol25 dataset describes one molecule with the formula C4H8O2. The level of theory is ωB97M-V with the def2-TZVPD basis set.

- Energy above the lowest of the compared OMol25 structures with the same formula, charge and spin: 1.694 eV
- Structure (SMILES): O[C@@H]1CC[C@@H]1O
- HOMO-LUMO gap: 10.55 eV

```
! wB97M-V def2-TZVPD RIJCOSX def2/J DEFGRID3
* xyz 0 1
O -0.16 1.80 -0.57
O 1.94 0.22 -0.76
C -1.04 -0.27 0.65
C -0.54 0.43 -0.64
C 0.35 -0.93 0.84
C 0.74 -0.47 -0.59
H 0.68 -1.29 -1.31
H 1.69 1.16 -0.76
H -1.43 0.33 1.49
H -0.58 2.20 0.20
H -1.18 0.28 -1.52
H -1.82 -0.99 0.37
H 0.98 -0.46 1.60
H 0.35 -2.01 1.01
*
```

Atom charges from the Löwdin analysis, given in e for atoms 1 to 2: number 1, O, carries -0.025; number 2, O, carries -0.016

Entry 6:
This record from the OMol25 dataset describes C31H22ClN4O8OsS as an isolated structure at a distorted geometry. The level of theory is ωB97M-V with the def2-TZVPD basis set.

- HOMO-LUMO gap (spin up / spin down): 5.04 / 5.02 eV

```
! wB97M-V def2-TZVPD RIJCOSX def2/J DEFGRID3
* xyz 1 1
Os 0.05 -0.34 -0.02
Cl -1.04 8.16 -0.37
S -0.38 -3.49 0.63
O 4.06 2.59 -2.96
O 3.91 0.79 -1.22
O -1.77 -3.54 0.27
O 1.94 0.16 -0.45
O -0.37 1.62 0.02
O 1.80 -2.12 -2.04
O -0.10 -3.26 2.01
O -1.21 1.90 2.05
N -1.92 -0.91 2.73
N 0.36 -2.29 -0.29
N 0.38 -0.50 2.36
N -1.92 -0.79 0.34
C 0.54 -6.17 0.21
C 1.26 -2.80 -1.19
C 0.57 -4.82 -0.07
C -3.99 -1.18 -0.81
C -0.94 6.50 0.03
C 2.32 -6.45 -1.39
C 2.71 0.73 -1.29
C -1.32 6.08 1.30
C 0.68 1.27 -2.75
C 2.75 2.45 -3.16
C -0.63 -0.73 3.18
C 1.43 -6.98 -0.47
C -4.66 -1.30 0.41
C -2.54 -0.95 1.52
C 1.61 -0.35 2.82
C 0.71 3.08 -4.31
C 2.06 3.26 -4.06
C -0.42 -0.80 4.57
C 2.33 -5.09 -1.68
C 1.43 -4.27 -1.01
C -3.93 -1.19 1.56
C 0.03 2.06 -3.67
C -2.65 -0.93 -0.79
C -0.50 5.59 -0.92
C -1.25 4.73 1.62
C -0.82 2.36 0.99
C -0.43 4.25 -0.60
C 0.85 -0.65 5.06
C -0.82 3.81 0.67
C 1.90 -0.42 4.17
C 2.02 1.48 -2.44
H -2.10 -0.84 -1.73
H 2.60 4.04 -4.58
H -4.52 -1.30 -1.74
H 2.38 -0.18 2.08
H -1.54 4.37 2.60
H 3.02 -7.10 -1.90
H -1.66 6.80 2.03
H 3.00 -4.66 -2.40
H 4.43 3.26 -3.55
H 1.04 -0.71 6.12
H -1.02 1.89 -3.87
H -0.17 -6.55 0.93
H 2.91 -0.29 4.52
H -4.40 -1.30 2.52
H 0.20 3.72 -5.01
H -1.25 -0.99 5.23
H 1.44 -8.04 -0.26
H -0.09 3.52 -1.32
H -5.72 -1.49 0.45
H -2.57 -1.08 3.49
H -0.21 5.93 -1.90
H 0.15 0.45 -2.27
*
```

Atom charges from the Löwdin analysis, given in e for atoms 1 to 2: number 1, Os, carries 1.725; number 2, Cl, carries 0.712

Number 1: E -7961.91019 a.u.. Number 2: E -663.73072 a.u.. Number 3: E -269.23426 a.u.. Number 4: E -11393.77292 a.u.. Number 5: E -307.65019 a.u.. Number 6: E -2964.31990 a.u..